The following is a quantum chemistry calculation of one molecule with the formula C19H27NO, from the Open Molecules 2025 dataset.

HOMO energy: -0.298 hartree
F_max: 0.008 Eh/bohr
SMILES: CCCCCCCNC1=CC(=O)C[C@H](c2ccccc2)C1
calculated total energy: -23679.1881 eV
energy relative to the best compared isomer or geometry (same formula, charge and spin): 42.0 kJ/mol

Last column: Mulliken charge in e.
Geometry (Å):
1 C -1.89831 -4.52903 -1.91170  -1.26
2 C -1.56951 -3.34186 -1.01425  -0.61
3 C -0.95319 -2.16230 -1.76851  0.32
4 C 0.45828 -2.44762 -2.27484  -0.57
5 C 1.07760 -1.28687 -3.05610  -1.15
6 C 1.33666 -0.03241 -2.20959  0.22
7 C 0.31621 1.08533 -2.47293  -1.00
8 N 0.57848 2.26663 -1.68739  -0.07
9 C 0.16731 2.52237 -0.41724  0.47
10 C 0.71629 3.54468 0.28585  -0.35
11 C 0.27020 3.95792 1.58849  0.19
12 O 0.82595 4.82327 2.24322  -0.68
13 C -0.99633 3.28193 2.08869  -1.03
14 C -1.07658 1.81141 1.66849  -0.22
15 C -0.05870 0.99448 2.43108  0.21
16 C 1.18216 0.64494 1.91698  0.10
17 C 2.07846 -0.09269 2.67181  -1.01
18 C 1.75175 -0.49109 3.95507  -0.42
19 C 0.51850 -0.14588 4.48079  -0.69
20 C -0.37544 0.58680 3.72315  -0.36
21 C -0.95156 1.69667 0.14693  -0.51
22 H -2.40568 -5.30256 -1.33997  0.38
23 H -0.99711 -4.96214 -2.33749  0.33
24 H -2.55125 -4.22140 -2.72582  0.31
25 H -0.88419 -3.66004 -0.22530  0.33
26 H -2.48962 -3.00197 -0.53253  0.37
27 H -1.59566 -1.89837 -2.61230  0.35
28 H -0.92321 -1.30887 -1.08845  -0.40
29 H 1.10084 -2.69173 -1.42538  0.27
30 H 0.43318 -3.31898 -2.93109  0.36
31 H 2.02313 -1.63530 -3.47574  0.33
32 H 0.42674 -1.03175 -3.89541  0.45
33 H 1.32201 -0.29490 -1.15012  -0.15
34 H 2.33069 0.36383 -2.42973  0.46
35 H 0.36862 1.37414 -3.52745  0.39
36 H -0.69692 0.73420 -2.27699  0.31
37 H 1.37449 2.81036 -1.98892  0.25
38 H 1.54770 4.09753 -0.13000  0.33
39 H -1.84302 3.82952 1.66287  0.43
40 H -1.04258 3.38075 3.17417  0.43
41 H -2.06748 1.43256 1.95030  0.57
42 H 1.46872 0.95714 0.92504  0.39
43 H 3.03975 -0.35379 2.25293  0.41
44 H 2.45304 -1.06503 4.54249  0.39
45 H 0.25186 -0.44984 5.48255  0.38
46 H -1.33823 0.84888 4.13984  0.44
47 H -1.88635 2.03592 -0.31302  0.69
48 H -0.81771 0.64515 -0.11251  -0.38

Cartesian forces, eV/Å:
C 0.1 0.1 0.2
C -0.1 0.1 -0.2
C 0.2 -0.3 0.2
C -0.2 0.2 -0.2
C 0.2 -0.1 0.2
C -0.2 0.0 -0.3
C 0.3 -0.3 0.1
N 0.1 0.2 -0.1
C -0.1 0.3 0.1
C 0.2 0.0 -0.3
C -0.3 -0.1 0.2
O 0.0 0.0 0.0
C 0.0 0.1 0.2
C -0.1 0.1 -0.1
C -0.1 -0.1 0.0
C 0.0 0.0 -0.1
C 0.1 -0.1 0.0
C 0.1 0.0 0.0
C 0.0 0.0 0.1
C 0.0 0.0 0.0
C -0.1 -0.1 0.2
H 0.0 -0.1 0.0
H 0.1 -0.1 -0.1
H -0.1 0.0 -0.1
H 0.0 0.0 0.1
H 0.0 0.0 0.1
H -0.1 0.1 0.0
H 0.0 0.1 0.0
H 0.1 -0.1 0.0
H 0.0 -0.1 0.0
H 0.0 0.0 -0.1
H 0.0 0.0 -0.1
H 0.0 0.0 0.1
H 0.0 0.0 0.1
H -0.1 -0.1 0.1
H 0.0 0.0 -0.1
H -0.1 0.0 0.0
H 0.1 0.1 -0.1
H 0.0 0.0 0.0
H 0.0 0.0 -0.1
H 0.1 0.0 -0.1
H 0.0 0.0 -0.1
H 0.1 0.0 0.0
H 0.1 0.0 0.0
H 0.0 0.0 0.1
H -0.1 0.0 0.0
H 0.0 -0.1 -0.1
H 0.0 0.0 -0.1

The following is a quantum chemistry calculation of a 3-piece molecular cluster, C19H28BNO6PS overall, from the Open Molecules 2025 dataset.

charge: +1
HOMO energy: -0.428 hartree
F_max: 0.015 Eh/bohr
calculated total energy: -54726.4936 eV

Last column: Mulliken charge in e.
Geometry (Å):
1 N 5.58261 -2.78283 1.09648  -0.23
2 B 4.86491 -3.86253 1.59603  0.31
3 O 5.33091 -5.14321 1.68732  -0.48
4 P 2.95267 -3.53379 2.00806  0.00
5 C 2.03484 -5.05001 2.28600  -0.67
6 C 0.52931 -4.81109 2.49024  -0.13
7 C -0.09102 -5.92667 3.32881  -1.08
8 S 0.41078 -5.88196 5.06802  -0.18
9 C 2.18644 -2.55098 0.68877  -1.03
10 C 1.06852 -1.56316 1.05800  -0.09
11 C 1.30957 -0.73519 2.31542  -0.68
12 C 0.34982 0.44436 2.38209  -0.38
13 O 0.60209 1.31334 3.47017  -0.54
14 H 5.26835 -1.82963 1.19436  0.22
15 H 6.59262 -2.83992 1.07313  0.24
16 H 5.72242 -5.45300 2.51465  0.34
17 H 2.89472 -2.82021 3.20880  0.06
18 H 2.44954 -5.53213 3.17618  0.44
19 H 2.21916 -5.70007 1.42714  0.44
20 H 0.02563 -4.73636 1.52392  0.38
21 H 0.36360 -3.86038 3.00637  0.14
22 H -1.17574 -5.90922 3.25314  0.43
23 H 0.23578 -6.90349 2.96581  0.38
24 H -0.25631 -4.76032 5.36576  0.13
25 H 3.00932 -2.01819 0.20641  0.51
26 H 1.83389 -3.28996 -0.03625  0.49
27 H 0.11380 -2.08586 1.12578  0.36
28 H 0.97912 -0.88421 0.20974  -0.02
29 H 2.33740 -0.34904 2.33089  0.37
30 H 1.15935 -1.34300 3.21632  0.41
31 H -0.67927 0.07483 2.45061  0.31
32 H 0.43965 1.03891 1.46935  0.19
33 H 1.15480 0.87905 4.13241  0.33
34 C 0.47461 0.75347 -3.02887  -0.33
35 C 0.77973 1.87568 -3.67353  -0.44
36 C 0.06876 3.15051 -3.37702  0.21
37 O 0.34256 4.16599 -3.97485  -0.53
38 C -0.99056 3.12555 -2.33388  -0.45
39 C -1.29415 1.99543 -1.69870  -0.40
40 C -0.58347 0.72933 -1.98861  0.47
41 O -0.85090 -0.29692 -1.39103  -0.61
42 H 0.96814 -0.18931 -3.23086  0.44
43 H 1.54220 1.92385 -4.44063  0.42
44 H -1.49449 4.06354 -2.12685  0.78
45 H -2.06211 1.94654 -0.93653  0.50
46 C -3.89258 5.33552 -3.86519  -0.17
47 C -4.88459 5.61883 -4.70383  -0.45
48 C -5.96760 6.56743 -4.32811  0.26
49 O -6.87126 6.81926 -5.09158  -0.52
50 C -5.89370 7.19157 -2.98115  -0.41
51 C -4.90014 6.90746 -2.14429  -0.44
52 C -3.82612 5.95542 -2.51918  0.67
53 O -2.92305 5.70020 -1.74688  -0.58
54 H -3.09188 4.65408 -4.12441  0.36
55 H -4.95766 5.18460 -5.69275  0.43
56 H -6.69027 7.88123 -2.73305  0.41
57 H -4.82075 7.34666 -1.15816  0.42

Cartesian forces, eV/Å:
N 0.1 0.0 0.8
B 0.1 -0.1 -0.2
O 0.0 0.1 0.4
P 0.1 -0.1 -0.1
C -0.2 -0.1 0.0
C 0.1 0.1 0.1
C 0.0 -0.1 -0.2
S 0.0 0.0 0.0
C 0.1 0.2 0.1
C 0.0 0.0 0.0
C -0.1 0.1 0.0
C 0.0 0.0 0.1
O 0.3 0.0 0.2
H -0.1 0.0 -0.2
H 0.0 -0.1 -0.3
H -0.1 0.0 -0.3
H 0.0 0.1 0.0
H 0.1 0.0 0.0
H 0.0 -0.1 0.1
H 0.0 0.0 0.0
H 0.0 0.0 0.0
H 0.0 0.0 0.0
H 0.0 0.0 0.0
H 0.0 0.0 0.1
H 0.0 0.0 0.0
H 0.0 0.0 -0.1
H 0.0 0.0 0.0
H -0.1 -0.1 -0.1
H 0.0 0.0 0.0
H 0.1 0.0 0.0
H 0.0 0.0 -0.1
H -0.1 0.0 0.0
H -0.2 0.1 -0.1
C 0.0 0.0 0.0
C 0.0 0.0 0.0
C 0.0 0.0 0.0
O 0.0 0.0 0.0
C 0.0 0.0 0.0
C 0.0 0.0 0.0
C -0.1 0.0 0.0
O 0.1 0.0 0.1
H 0.0 0.0 0.0
H 0.0 0.0 0.0
H 0.0 0.0 0.0
H 0.0 0.0 0.0
C 0.0 0.0 0.0
C 0.0 0.0 0.0
C 0.0 0.0 0.0
O 0.0 0.0 0.0
C 0.0 0.0 0.0
C 0.0 0.0 0.0
C 0.0 0.1 0.0
O 0.0 -0.1 0.0
H 0.0 0.0 0.0
H 0.0 0.0 0.0
H 0.0 0.0 0.0
H 0.0 0.0 0.0

The following is a quantum chemistry calculation of C19H28CoNO5 as an isolated structure at a distorted geometry, from the Open Molecules 2025 dataset.

HOMO energy (alpha / beta): -0.268 / -0.307 hartree
F_max: 0.110 Eh/bohr
calculated total energy: -69501.5884 eV
2S+1: 5
energy relative to the best compared isomer or geometry (same formula, charge and spin): 13.3 kJ/mol

Last column: Mulliken charge in e.
Geometry (Å):
1 O -2.66607 -0.63338 -1.31771  -0.58
2 C -1.32890 -1.06152 -0.85009  0.31
3 C -0.77244 0.36826 -0.90507  1.56
4 H -0.80587 -1.68675 -1.57699  0.03
5 H -1.38458 -1.53546 0.13978  -0.24
6 C -2.20158 0.75017 -1.40449  1.67
7 H 0.03900 0.41523 -1.64931  -0.58
8 H -0.45873 0.81040 0.05300  -0.76
9 C -2.38402 1.28920 -2.83071  -1.92
10 H -2.17242 0.55692 -3.61948  0.45
11 H -1.78561 2.19877 -3.02291  0.35
12 H -3.44468 1.54268 -2.97379  0.46
13 C -2.94480 1.67280 -0.46174  -1.55
14 H -2.79748 1.41484 0.59529  0.18
15 H -4.01451 1.66055 -0.69768  0.43
16 H -2.55816 2.68811 -0.58624  0.34
17 Co 1.35564 0.22732 1.83073  0.12
18 C 1.46892 1.99384 2.83752  -0.55
19 C 2.60381 1.15954 3.09945  -0.55
20 C 3.25318 0.90083 1.84861  -0.62
21 H 2.98576 0.89832 4.08632  0.48
22 C 2.48849 1.51114 0.81585  -0.48
23 C 1.36543 2.17987 1.41600  -0.32
24 H 0.64224 2.80718 0.88887  0.49
25 H 0.85203 2.50148 3.58549  0.50
26 H 4.22065 0.42172 1.75947  0.49
27 H 2.75763 1.52462 -0.22228  0.52
28 C -0.16181 -1.51418 3.09455  0.84
29 C -0.25859 -0.01543 3.44679  -0.49
30 C -1.43018 0.48700 2.87988  -0.73
31 H 0.16260 0.32128 4.38507  0.67
32 C -2.28957 -0.59006 2.49717  -0.16
33 C -1.61344 -1.79347 2.68665  -0.92
34 H -2.01161 -2.80663 2.58069  0.45
35 H 0.18093 -2.13707 3.95621  0.39
36 H -1.62848 1.54613 2.77778  0.46
37 H -3.31587 -0.48627 2.11240  0.36
38 O 1.28980 -0.72265 -2.65048  -0.43
39 C 0.91497 -0.02318 -3.87705  0.35
40 C 1.06880 -0.94398 -5.11479  -0.65
41 H 1.53692 0.89321 -3.97435  0.30
42 H -0.13466 0.31408 -3.78489  -0.43
43 C 1.83742 -2.16319 -4.58308  -0.50
44 H 1.61392 -0.41605 -5.90420  0.32
45 H 0.08068 -1.21027 -5.51370  0.28
46 C 1.85143 -1.99340 -3.03437  -0.50
47 H 2.86283 -2.15313 -4.97332  0.26
48 H 1.38354 -3.11945 -4.86730  0.27
49 H 2.87879 -2.04817 -2.64144  0.29
50 H 1.26334 -2.80186 -2.57267  0.26
51 O 0.43771 0.50472 6.38416  -0.34
52 N 0.19566 -0.72163 6.42566  0.59
53 O 0.23891 -1.41407 7.43638  -0.36
54 O 0.73306 -1.56895 1.99038  -0.84

Cartesian forces, eV/Å:
O 1.0 0.2 0.3
C -0.3 0.3 0.2
C -0.3 -0.2 -0.5
H -0.3 -0.2 0.1
H 0.1 0.1 -0.5
C 0.2 0.1 -0.2
H -0.6 0.4 0.7
H -0.3 -0.1 -0.4
C -0.1 0.1 -0.2
H 0.2 0.0 0.4
H -0.2 -0.4 0.2
H 0.2 0.1 0.1
C -0.1 0.0 0.3
H -0.1 -0.2 -0.3
H 0.1 0.1 0.1
H -0.1 0.0 -0.1
Co -3.1 -4.7 -0.1
C 0.9 1.7 -0.2
C 1.0 1.5 0.3
C 0.7 0.8 0.8
H -0.3 -0.1 -0.4
C 0.3 1.0 0.0
C 0.8 1.5 0.3
H 0.2 -0.4 0.3
H 0.1 -0.6 -0.4
H -0.3 -0.2 -0.1
H -0.2 -0.1 -0.3
C -0.4 0.6 0.2
C -1.0 -0.7 -0.1
C 1.1 0.1 0.8
H 0.4 0.6 -1.0
C 0.3 -2.3 -0.3
C -0.7 1.1 -0.2
H 0.1 0.5 -0.4
H -0.2 0.2 -0.5
H -0.3 0.0 0.2
H 0.7 -0.1 0.2
O 0.3 -0.5 -2.2
C -0.2 0.6 0.1
C -0.2 0.2 0.6
H -0.2 -0.5 0.1
H 0.6 -0.2 0.1
C 0.3 0.2 0.3
H -0.1 -0.2 0.1
H 0.3 0.0 0.2
C 0.2 -0.4 0.1
H -0.2 -0.1 0.1
H 0.1 0.3 0.0
H -0.3 0.0 -0.1
H 0.1 0.3 0.1
O -0.8 -3.5 -0.5
N 1.3 2.5 4.2
O -0.4 1.0 -3.2
O -0.2 -0.3 0.4